(1)
Computed, not measured: a cluster of 15 separate species, C41H79Br28Cl2FNO in total in a non-equilibrium geometry, with ωB97M-V/def2-TZVPD.

Last column: Löwdin charge in e.
Geometry (Å):
1 Br -3.691 -3.319 -11.147  0.618
2 Br -6.198 9.611 0.744  0.645
3 Br -6.334 -6.632 -7.041  0.594
4 Br -0.033 -1.633 2.782  0.665
5 Br 1.392 0.757 -6.780  0.706
6 Br 7.494 1.413 6.439  0.611
7 Br 2.214 2.013 6.620  0.638
8 Br 0.576 -2.529 -8.219  0.635
9 Br 7.783 -1.781 1.021  0.664
10 Br 3.257 -0.045 3.221  0.667
11 Br 5.992 -3.652 -1.613  0.643
12 Br -6.096 -9.256 -4.454  0.606
13 Br -3.089 -3.680 -5.537  0.650
14 Br -2.841 -0.024 -9.726  0.677
15 Br -6.575 10.726 4.241  0.607
16 Br -0.261 9.859 1.277  0.666
17 Br -2.756 0.131 2.693  0.635
18 Br -6.555 2.399 6.079  0.600
19 Br 6.071 -3.365 9.550  0.599
20 Br -2.743 7.123 1.237  0.722
21 Br 1.981 5.071 0.201  0.662
22 Br -5.220 -2.617 2.673  0.636
23 Br 1.617 -1.516 7.516  0.703
24 Br 4.304 -5.256 6.919  0.592
25 Br -7.141 -1.130 6.980  0.620
26 Br 0.083 6.469 -2.636  0.595
27 Br -2.399 -0.405 -3.987  0.787
28 Br 6.681 -1.862 4.948  0.650
29 Cl 1.480 -5.508 -2.678  0.627
30 Cl 3.597 -3.289 0.682  0.605
31 F -3.008 -3.101 -0.953  -0.116
32 O -0.887 1.860 -0.442  -0.092
33 N 1.892 -2.403 -3.539  0.073
34 C -2.493 -0.744 -11.505  -0.665
35 C 2.878 -0.233 8.269  -0.648
36 C -5.041 -7.634 -4.689  -0.705
37 C -2.554 -2.146 0.038  -0.199
38 C 2.232 -4.202 -1.621  -0.536
39 C 2.980 -6.060 0.128  -0.111
40 C -0.376 6.395 -0.741  -0.776
41 C 8.376 -3.292 -0.053  -0.675
42 C -1.331 -1.328 -0.622  -0.191
43 C 2.206 -2.691 -2.081  -0.261
44 C -3.656 -1.567 -11.998  -0.689
45 C 1.198 -1.067 -3.716  -0.133
46 C 2.853 -4.571 -0.405  -0.605
47 C 7.860 0.732 4.650  -0.688
48 C -5.296 -0.878 3.551  -0.706
49 C 0.469 1.770 -0.985  -0.370
50 C -2.814 8.862 2.116  -0.673
51 C 1.767 0.055 -8.557  -0.651
52 C 2.267 1.143 8.363  -0.675
53 C -4.704 0.201 2.681  -0.660
54 C 0.833 6.644 0.124  -0.722
55 C 1.533 -2.260 3.754  -0.660
56 C -6.551 11.769 2.595  -0.694
57 C -5.900 -6.482 -5.147  -0.706
58 C 0.512 0.878 -2.317  -0.109
59 C 6.187 -4.773 7.059  -0.713
60 C -6.526 1.536 7.827  -0.691
61 C -2.209 9.939 1.251  -0.682
62 C 6.707 -0.092 4.133  -0.722
63 C 2.225 -1.130 4.469  -0.756
64 C 1.490 1.335 0.158  -0.083
65 C -1.958 -1.062 -5.772  -0.685
66 C 1.532 -0.352 -2.283  -0.191
67 C 0.612 -0.771 -9.062  -0.702
68 C 7.882 -3.181 -1.474  -0.669
69 C 6.676 -4.878 8.481  -0.688
70 C -7.279 11.055 1.483  -0.680
71 C 1.255 -1.624 -1.337  -0.193
72 C -3.074 -1.903 -6.337  -0.686
73 C -5.904 0.165 7.749  -0.690
74 C -0.207 -2.266 -1.257  -0.114
75 H -2.925 -2.072 -7.405  0.020
76 H 4.107 -6.241 0.277  0.091
77 H 6.289 -3.772 6.642  -0.061
78 H 1.014 0.498 0.785  0.044
79 H 2.647 -6.845 -0.632  0.065
80 H -3.875 9.054 2.280  -0.010
81 H -1.532 1.688 -1.155  0.081
82 H 2.952 -1.516 5.182  0.010
83 H -2.342 0.130 -12.140  0.064
84 H -4.238 -7.875 -5.384  0.050
85 H -4.615 -7.428 -3.706  0.057
86 H -6.357 -0.694 3.724  0.045
87 H -1.120 7.179 -0.598  -0.053
88 H 0.534 6.829 1.156  0.027
89 H 1.450 7.471 -0.224  0.042
90 H -7.461 11.731 0.647  0.060
91 H -0.493 -2.700 -2.283  0.119
92 H -4.790 -0.985 4.510  0.038
93 H 1.451 -0.457 -4.646  0.020
94 H 6.813 -0.274 3.063  -0.024
95 H 3.115 -0.618 9.262  0.060
96 H 1.816 -1.356 -0.388  0.114
97 H 8.401 -3.895 -2.116  0.061
98 H -2.296 -2.623 1.032  0.075
99 H -1.562 -1.307 -11.443  0.046
100 H 2.780 -2.311 -4.056  0.188
101 H -3.557 -1.770 -13.065  0.062
102 H 6.337 -5.781 8.987  0.053
103 H 1.151 -2.992 4.468  0.060
104 H 0.718 -0.971 -10.130  0.061
105 H -5.680 -0.214 8.747  0.059
106 H 2.494 -6.238 1.136  0.093
107 H 5.734 0.359 4.324  -0.021
108 H 0.071 -1.256 -3.818  0.062
109 H 2.640 -0.088 -2.430  0.162
110 H 3.773 -0.265 7.648  0.055
111 H -5.928 2.194 8.459  0.059
112 H -8.223 10.614 1.800  0.054
113 H -3.413 -1.391 0.137  0.094
114 H 7.765 -4.833 8.517  0.060
115 H 1.603 2.255 0.857  0.054
116 H -0.521 0.519 -2.670  0.009
117 H 2.881 1.793 8.988  0.061
118 H -7.054 12.705 2.844  0.060
119 H -5.507 11.973 2.364  0.046
120 H 2.172 -2.765 3.030  0.001
121 H -1.807 -0.166 -6.375  0.043
122 H -0.359 -0.311 -8.877  -0.039
123 H -4.623 -1.102 -11.810  0.055
124 H 2.537 1.089 -0.204  0.087
125 H 2.701 -0.503 -8.491  0.056
126 H 1.919 0.933 -9.186  0.067
127 H -1.816 -0.656 -1.411  0.033
128 H -2.515 9.876 0.207  0.055
129 H -5.360 -5.539 -5.054  -0.004
130 H 8.795 0.176 4.706  0.053
131 H -7.552 1.523 8.193  0.053
132 H 1.541 -0.458 4.984  -0.019
133 H -2.457 10.928 1.639  0.058
134 H 8.033 -4.194 0.453  0.057
135 H -4.062 -1.473 -6.176  0.062
136 H -0.114 -3.181 -0.565  0.133
137 H 0.880 1.575 -3.158  0.134
138 H 1.247 1.136 8.747  0.053
139 H 7.990 -2.180 -1.890  0.054
140 H 6.710 -5.484 6.418  0.061
141 H 9.466 -3.254 -0.021  0.063
142 H -2.317 8.752 3.078  0.059
143 H 8.005 1.619 4.032  0.061
144 H -5.018 0.136 1.640  0.051
145 H -1.015 -1.601 -5.688  0.001
146 H 3.256 -2.258 -1.982  0.119
147 H -0.839 5.424 -0.565  0.042
148 H -4.955 1.189 3.070  0.048
149 H 1.232 -3.096 -3.934  0.145
150 H -4.998 0.137 7.144  0.047
151 H -6.845 -6.409 -4.610  0.054
152 H 0.740 2.851 -1.267  0.093
153 H -0.911 -0.632 0.172  0.056

## Properties
* HOMO: -11.1 eV
* Kohn-Sham gap: 8.82 eV
* total charge: +1
* LUMO level: -2.251 eV

=====

(2)
Computed, not measured: a cluster of 2 separate species, C4H7NO3 in total in a non-equilibrium geometry, with ωB97M-V/def2-TZVPD.

Last column: natural (NBO) charge in e.
Geometry (Å):
1 O 1.257 0.988 1.124  -0.691
2 O -0.109 1.988 -0.331  -0.622
3 O -2.435 0.306 -0.645  -0.697
4 N -1.373 -0.422 1.200  -0.743
5 C 2.018 -0.809 -0.555  -0.297
6 C 1.142 0.097 -1.026  -0.331
7 C -2.031 -0.686 0.187  0.418
8 C 0.631 1.093 -0.046  0.783
9 H -2.273 -1.709 -0.104  0.150
10 H 0.809 1.639 1.786  0.512
11 H -1.021 -1.234 1.723  0.356
12 H 0.717 -0.131 -2.002  0.232
13 H 2.306 -1.566 -1.315  0.197
14 H -2.100 1.196 -0.385  0.518
15 H 2.462 -0.750 0.387  0.214

## Properties
* HOMO: -10.3 eV
* structure (SMILES): C=CC(=O)O.[H]/N=C/O
* Kohn-Sham gap: 10.86 eV
* total charge: 0
* LUMO level: 0.586 eV

=====

(3)
Computed, not measured: a structure of composition C56H52N6O2PSr in a non-equilibrium geometry, with ωB97M-V/def2-TZVPD.

Last column: Löwdin charge in e.
Geometry (Å):
1 Sr 0.196 -0.439 0.563  1.457
2 P 2.346 -0.218 3.942  0.395
3 O 1.613 -0.312 2.623  -0.462
4 O 3.377 -1.192 4.324  -0.300
5 N 0.781 1.702 -0.373  -0.036
6 N -0.082 -1.000 4.905  0.162
7 N 3.499 1.573 2.370  0.152
8 N -1.997 -1.445 0.717  -0.035
9 N -0.968 1.109 2.028  -0.028
10 N -0.462 -0.716 -1.773  -0.014
11 C -3.884 -2.363 5.970  -0.076
12 C 1.639 1.452 -4.020  -0.219
13 C -3.166 -2.035 4.827  -0.078
14 C -0.965 2.638 3.710  -0.021
15 C -0.354 5.351 2.416  -0.032
16 C 0.011 -0.969 -3.988  0.004
17 C 1.998 4.935 2.441  -0.063
18 C 1.594 3.825 -0.536  0.002
19 C -1.831 0.676 2.977  -0.284
20 C 0.709 4.475 2.179  -0.211
21 C 1.441 2.260 -6.287  -0.067
22 C 0.852 1.842 -5.103  -0.035
23 C 1.042 -5.593 -1.878  -0.053
24 C 0.238 -0.168 -2.797  -0.249
25 C -3.407 -5.923 -2.568  -0.069
26 C 2.330 -3.050 0.531  -0.048
27 C 3.173 -1.943 0.551  -0.081
28 C -0.436 2.302 2.401  -0.257
29 C 2.824 2.288 -6.406  -0.080
30 C -0.130 6.625 2.912  -0.061
31 C 3.461 -1.233 -0.607  -0.275
32 C -1.168 -1.767 -2.235  -0.236
33 C -3.655 -2.990 0.483  0.017
34 C 2.084 -2.802 -1.825  -0.021
35 C 2.230 6.208 2.943  -0.073
36 C 0.960 2.848 0.335  -0.263
37 C 3.024 1.496 -4.146  -0.043
38 C 0.443 3.106 1.634  -0.074
39 C -2.116 -2.524 -1.495  -0.054
40 C 1.030 -0.051 5.241  -0.157
41 C -3.650 -3.269 -3.332  -0.037
42 C 1.752 -3.493 -0.656  -0.183
43 C -3.782 -2.447 1.715  0.009
44 C -0.851 -1.954 -3.643  0.003
45 C -4.330 -4.257 -4.028  -0.068
46 C 1.161 7.056 3.184  -0.077
47 C 4.330 -0.004 -0.572  -0.042
48 C 1.010 1.012 -2.738  -0.048
49 C 0.770 -4.651 -0.705  -0.376
50 C -2.732 -4.933 -1.869  -0.044
51 C -4.206 -5.587 -3.651  -0.080
52 C -2.519 -2.342 -0.157  -0.229
53 C -5.162 -0.349 5.727  -0.062
54 C -3.420 -0.850 4.127  -0.225
55 C 2.916 -1.698 -1.803  -0.026
56 C 1.746 3.235 -1.749  0.010
57 C 1.202 1.895 -1.646  -0.245
58 C -4.881 -1.514 6.427  -0.077
59 C -4.441 -0.019 4.590  -0.032
60 C 0.688 -5.439 0.599  -0.071
61 C -2.734 -1.442 1.847  -0.245
62 C -1.811 1.638 4.074  -0.029
63 C -2.607 -0.523 2.919  -0.086
64 C -2.837 -3.595 -2.247  -0.211
65 C 3.615 1.906 -5.333  -0.071
66 C 3.061 1.504 3.807  -0.151
67 H 1.665 -3.115 -2.772  0.110
68 H -3.757 -2.231 -3.619  0.125
69 H 0.347 -4.824 1.434  0.072
70 H 2.845 4.307 2.202  0.087
71 H 0.252 -1.948 4.743  0.167
72 H 0.369 -6.450 -1.837  0.078
73 H -0.227 1.826 -5.006  0.126
74 H -3.308 -6.957 -2.265  0.106
75 H -4.688 0.878 4.035  0.127
76 H 2.669 1.403 1.782  0.109
77 H 3.646 1.211 -3.305  0.100
78 H 0.885 -5.107 -2.841  0.073
79 H -4.962 -3.988 -4.864  0.107
80 H 4.199 0.864 2.146  0.139
81 H 2.068 -5.967 -1.850  0.093
82 H 0.587 0.944 5.199  0.086
83 H -0.211 -4.196 -0.874  0.102
84 H -0.022 -6.261 0.492  0.079
85 H -0.969 7.289 3.078  0.110
86 H 2.137 -3.568 1.461  0.108
87 H -5.449 -1.766 7.313  0.108
88 H 3.141 -1.185 -2.732  0.115
89 H 4.694 1.929 -5.418  0.106
90 H 4.929 0.090 -1.478  0.085
91 H -2.115 -5.199 -1.018  0.107
92 H 3.601 -1.641 1.500  0.093
93 H 1.388 -0.266 6.244  0.111
94 H 1.822 4.848 -0.283  0.110
95 H 2.292 2.269 3.915  0.091
96 H -2.418 -2.724 4.444  0.114
97 H 2.125 3.693 -2.648  0.116
98 H 0.818 2.568 -7.116  0.107
99 H 3.910 1.706 4.454  0.111
100 H -2.386 1.594 4.986  0.108
101 H -4.557 -2.658 2.434  0.114
102 H 3.243 6.537 3.135  0.107
103 H 5.027 -0.040 0.269  0.074
104 H -3.674 -3.288 6.492  0.107
105 H -0.740 3.525 4.282  0.113
106 H -1.240 -2.726 -4.288  0.114
107 H 3.283 2.610 -7.331  0.105
108 H 1.656 -5.869 0.868  0.093
109 H -1.361 5.026 2.187  0.127
110 H -5.959 0.303 6.063  0.110
111 H -0.794 -1.027 5.639  0.155
112 H -4.735 -6.358 -4.196  0.105
113 H 3.724 0.908 -0.504  0.066
114 H -4.302 -3.722 0.028  0.116
115 H -0.581 -0.667 4.067  0.098
116 H 1.334 8.053 3.568  0.108
117 H 0.447 -0.805 -4.961  0.116
118 H 3.874 2.490 2.137  0.146

## Properties
* HOMO: -8.8 eV
* Kohn-Sham gap: 5.46 eV
* total charge: +1
* LUMO level: -3.319 eV

=====

(4)
Computed, not measured: a structure of composition C19H16Cl2N5O2PdS in a non-equilibrium geometry, with ωB97M-V/def2-TZVPD.

Last column: Löwdin spin population.
Geometry (Å):
1 Pd 9.610 -8.693 -9.541  0.851
2 Cl 13.363 -5.848 -11.376  0.066
3 Cl 11.657 -7.934 -15.963  0.079
4 S 7.226 -9.682 -9.340  0.034
5 O 11.378 -7.598 -10.170  0.332
6 O 9.291 -8.960 -6.769  0.006
7 N 9.305 -7.232 -8.213  0.040
8 N 9.132 -5.563 -9.792  0.006
9 N 9.905 -9.424 -11.421  0.028
10 N 6.605 -8.168 -11.492  0.021
11 N 8.444 -6.971 -6.052  0.002
12 C 10.737 -8.783 -13.613  0.003
13 C 5.686 -7.476 -9.480  0.004
14 C 8.867 -6.021 -8.568  0.013
15 C 5.540 -6.039 -11.402  0.012
16 C 9.061 -7.781 -6.971  0.004
17 C 9.035 -10.449 -13.390  -0.008
18 C 8.278 -7.497 -4.709  0.000
19 C 6.241 -6.987 -12.105  0.010
20 C 12.670 -7.147 -12.212  0.181
21 C 11.658 -7.849 -11.451  0.026
22 C 10.807 -8.773 -12.171  0.019
23 C 7.832 -5.834 -6.371  0.005
24 C 5.180 -6.326 -10.065  0.016
25 C 9.098 -10.332 -12.002  0.027
26 C 12.661 -7.186 -13.606  -0.029
27 C 9.809 -9.621 -14.213  0.032
28 C 11.731 -7.972 -14.297  0.190
29 C 6.507 -8.360 -10.142  0.025
30 C 7.975 -5.374 -7.678  0.002
31 H 9.960 -5.938 -10.234  0.000
32 H 8.380 -10.880 -11.392  0.001
33 H 7.488 -4.428 -7.970  0.001
34 H 7.156 -8.771 -12.119  0.000
35 H 5.229 -5.088 -11.860  0.000
36 H 7.190 -5.400 -5.552  0.000
37 H 5.672 -7.527 -8.360  0.000
38 H 6.472 -6.856 -13.181  0.000
39 H 13.254 -6.501 -14.187  -0.004
40 H 7.235 -7.897 -4.487  0.000
41 H 9.075 -8.211 -4.504  0.000
42 H 9.697 -9.691 -15.326  0.002
43 H 8.848 -4.654 -10.060  0.000
44 H 8.361 -11.138 -13.839  -0.001
45 H 4.471 -5.661 -9.501  0.000
46 H 8.573 -6.647 -4.035  0.000

## Properties
* HOMO (spin up / spin down): -9.4 / -10.7 eV
* Kohn-Sham gap (spin up / spin down): 5.64 / 5.09 eV
* total charge: +1
* LUMO level (spin up / spin down): -3.771 / -5.569 eV
* spin multiplicity: 3